Entry 1:
This record from the OMol25 dataset describes 7 unconnected molecules or ions with the total composition C18H54N4O7 in a non-equilibrium geometry. The level of theory is wB97M-V/def2-TZVPD.

```
83
C18H54N4O7 wB97M-V/def2-TZVPD
O -16.31 -2.98 -21.18
H -15.62 -3.53 -21.56
H -16.14 -2.10 -21.51
H -17.20 -3.26 -21.42
C -19.31 -7.00 -24.68
C -20.27 -5.79 -24.47
O -20.21 -5.29 -23.20
H -18.26 -6.74 -24.70
H -19.52 -7.39 -25.68
H -19.51 -7.92 -24.12
H -21.30 -6.05 -24.70
H -19.95 -4.97 -25.11
C -13.53 -8.70 -20.52
C -12.25 -7.89 -20.81
C -10.89 -8.63 -20.95
O -10.87 -9.81 -20.07
C -9.52 -10.32 -19.96
N -12.46 -6.81 -21.89
H -13.51 -9.38 -21.38
H -14.49 -8.18 -20.51
H -13.39 -9.33 -19.64
H -12.03 -7.34 -19.90
H -10.05 -7.96 -20.77
H -10.80 -9.07 -21.94
H -9.66 -11.25 -19.42
H -8.88 -9.74 -19.29
H -9.01 -10.67 -20.86
H -12.67 -7.23 -22.78
H -11.51 -6.49 -21.99
C -13.78 0.67 -25.41
C -15.08 1.42 -25.26
C -16.12 1.10 -26.33
O -17.19 2.04 -26.32
C -17.98 1.90 -27.48
N -15.68 1.10 -24.02
H -13.29 0.87 -26.37
H -14.08 -0.37 -25.34
H -13.06 0.90 -24.62
H -14.89 2.49 -25.31
H -16.41 0.05 -26.29
H -15.62 1.15 -27.30
H -18.51 0.95 -27.59
H -17.37 1.98 -28.38
H -18.73 2.68 -27.55
H -15.14 1.43 -23.23
H -16.43 1.77 -24.07
C -20.04 -4.92 -14.34
C -19.61 -5.35 -15.72
C -19.57 -6.87 -15.99
O -18.47 -7.35 -15.21
C -18.44 -8.78 -15.13
N -20.64 -4.71 -16.66
H -21.02 -5.26 -14.00
H -20.11 -3.83 -14.28
H -19.30 -5.22 -13.59
H -18.58 -5.05 -15.86
H -19.47 -7.02 -17.07
H -20.57 -7.10 -15.63
H -19.28 -9.26 -14.63
H -17.52 -9.18 -14.70
H -18.46 -9.15 -16.15
H -21.50 -5.21 -16.47
H -20.51 -5.00 -17.62
C -16.50 1.56 -15.28
C -16.47 2.83 -14.40
C -17.88 3.52 -14.08
O -18.46 3.98 -15.29
C -19.76 4.57 -15.14
N -15.78 2.36 -13.19
H -17.11 1.76 -16.16
H -16.83 0.64 -14.79
H -15.54 1.25 -15.69
H -15.82 3.65 -14.71
H -17.72 4.40 -13.46
H -18.55 2.91 -13.48
H -20.19 4.98 -16.05
H -19.83 5.32 -14.35
H -20.52 3.81 -14.94
H -15.88 2.94 -12.37
H -16.15 1.45 -12.95
O -20.91 -0.03 -20.81
H -20.90 -0.69 -21.50
H -21.21 -0.51 -20.03
```

Summary:
HOMO energy (eV): -5.124
Lowest unoccupied orbital energy (eV): -1.835
Gap between HOMO and LUMO (eV): 3.29

***

Entry 2:
This record from the OMol25 dataset describes 9 unconnected molecules or ions with the total composition C18H54O16. The level of theory is wB97M-V/def2-TZVPD.

```
88
C18H54O16 wB97M-V/def2-TZVPD
C -0.90 5.36 2.34
C -0.80 5.04 0.87
O 0.56 4.76 0.48
H -0.26 6.21 2.63
H -0.47 4.54 2.93
H -1.93 5.55 2.64
H -1.15 5.87 0.23
H -1.36 4.14 0.63
H 1.14 5.35 0.96
C -2.94 -1.46 2.67
C -3.39 -2.39 1.58
O -2.39 -3.37 1.40
H -2.07 -0.89 2.37
H -2.65 -2.06 3.54
H -3.73 -0.78 2.99
H -3.54 -1.82 0.65
H -4.37 -2.84 1.81
H -2.66 -3.97 0.71
C -2.57 2.14 2.62
C -3.44 2.11 3.87
O -3.28 3.24 4.69
O -1.18 2.11 2.86
H -2.79 3.06 2.07
H -2.88 1.33 1.94
H -3.18 1.23 4.46
H -4.47 2.00 3.51
H -3.87 3.94 4.38
H -1.03 1.50 3.60
C -0.12 -0.03 0.50
C 0.46 -0.79 -0.66
O -0.13 -0.32 -1.87
O 0.27 1.32 0.47
H 0.23 -0.52 1.43
H -1.21 -0.13 0.45
H 0.21 -1.85 -0.53
H 1.56 -0.69 -0.71
H 0.05 -1.00 -2.53
H 0.19 1.65 1.38
C 3.78 -0.80 -3.61
C 4.46 0.04 -2.57
O 3.54 0.80 -1.80
O 3.04 0.04 -4.48
H 3.13 -1.55 -3.14
H 4.57 -1.33 -4.18
H 5.18 0.70 -3.07
H 5.04 -0.61 -1.90
H 3.66 0.51 -0.88
H 2.82 -0.45 -5.27
C 3.80 -2.44 1.64
C 3.58 -0.94 1.64
O 4.43 -0.29 0.68
O 3.40 -3.04 0.42
H 3.14 -2.88 2.39
H 4.84 -2.66 1.91
H 3.75 -0.55 2.65
H 2.55 -0.72 1.36
H 5.31 -0.22 1.06
H 4.08 -2.92 -0.25
C 1.33 -0.74 4.38
C -0.05 -0.85 5.02
O -0.76 0.39 5.10
O 2.19 0.16 5.07
H 1.24 -0.41 3.34
H 1.81 -1.72 4.45
H 0.08 -1.26 6.02
H -0.68 -1.50 4.42
H -0.37 0.95 5.78
H 1.69 0.93 5.35
C -2.57 1.03 -5.27
C -1.70 1.96 -6.04
O -1.46 3.14 -5.29
O -1.91 0.63 -4.07
H -2.80 0.15 -5.89
H -3.51 1.53 -5.01
H -2.15 2.12 -7.02
H -0.74 1.44 -6.23
H -1.49 3.90 -5.87
H -2.17 -0.28 -3.89
C -0.14 -3.89 -3.12
C -0.59 -4.59 -4.37
O -1.58 -3.80 -5.00
O 0.54 -2.67 -3.39
H 0.50 -4.53 -2.52
H -1.02 -3.67 -2.50
H -0.97 -5.58 -4.10
H 0.29 -4.72 -5.02
H -1.48 -3.85 -5.95
H 0.45 -2.47 -4.32
```

Summary:
SMILES: OCCO.OCCO.OCCO.OCCO.OCCO.OCCO.OCCO.CCO.CCO
HOMO energy (eV): -8.778
Lowest unoccupied orbital energy (eV): 0.386
Gap between HOMO and LUMO (eV): 9.16

***

Entry 3:
This record from the OMol25 dataset describes 9 unconnected molecules or ions with the total composition C18H54O18 in a non-equilibrium geometry. The level of theory is wB97M-V/def2-TZVPD.

```
90
C18H54O18 wB97M-V/def2-TZVPD
C 1.45 -0.48 -5.13
C 0.55 -1.32 -4.25
O 0.48 -2.64 -4.76
O 1.36 0.92 -4.81
H 1.02 -0.55 -6.13
H 2.48 -0.85 -5.17
H -0.45 -0.87 -4.41
H 0.67 -1.16 -3.18
H -0.31 -3.04 -4.36
H 0.95 1.33 -5.56
C -3.30 2.20 1.43
C -4.26 2.72 0.41
O -4.79 1.71 -0.44
O -3.91 1.48 2.50
H -2.86 3.10 1.89
H -2.48 1.62 1.00
H -3.74 3.53 -0.11
H -5.14 3.19 0.87
H -5.35 1.13 0.09
H -3.40 0.68 2.65
C 6.29 2.84 -0.56
C 6.96 2.74 -1.93
O 5.87 2.70 -2.88
O 5.83 4.16 -0.31
H 6.98 2.52 0.23
H 5.41 2.19 -0.54
H 7.51 1.79 -1.98
H 7.71 3.51 -2.07
H 6.33 2.66 -3.73
H 5.05 4.30 -0.89
C 2.46 4.13 -1.40
C 1.70 3.12 -2.27
O 2.59 2.04 -2.55
O 3.61 4.62 -2.07
H 2.65 3.78 -0.39
H 1.77 4.98 -1.33
H 1.51 3.60 -3.24
H 0.73 2.77 -1.89
H 2.43 1.71 -3.44
H 4.10 3.82 -2.35
C -3.43 -3.62 0.90
C -3.32 -3.01 2.30
O -2.90 -1.65 2.23
O -3.63 -5.03 0.93
H -2.49 -3.55 0.33
H -4.12 -2.97 0.37
H -2.81 -3.48 3.14
H -4.39 -2.97 2.55
H -1.93 -1.57 2.25
H -3.44 -5.36 1.81
C -2.13 1.69 -3.24
C -2.01 2.89 -4.15
O -3.09 3.80 -3.93
O -2.20 2.10 -1.88
H -1.18 1.12 -3.26
H -2.88 1.04 -3.69
H -2.04 2.66 -5.22
H -1.06 3.38 -3.89
H -3.00 4.00 -2.99
H -3.01 1.72 -1.49
C -0.50 -1.91 5.33
C -1.85 -1.97 6.00
O -1.81 -1.01 7.04
O 0.43 -2.73 6.02
H -0.13 -0.92 5.04
H -0.57 -2.28 4.29
H -2.01 -2.99 6.37
H -2.63 -1.89 5.23
H -2.65 -1.05 7.51
H 1.21 -2.21 6.22
C 0.00 -0.47 0.86
C 0.65 0.51 -0.10
O 1.97 0.90 0.26
O -0.45 0.11 2.06
H 0.73 -1.28 0.99
H -0.85 -0.95 0.37
H 0.07 1.44 -0.19
H 0.72 0.05 -1.09
H 2.50 1.06 -0.53
H 0.26 0.28 2.68
C 1.09 -4.48 2.45
C 0.37 -5.76 2.76
O -0.98 -5.42 3.10
O 0.41 -3.75 1.41
H 2.16 -4.56 2.30
H 1.03 -3.78 3.29
H 0.85 -6.28 3.60
H 0.46 -6.49 1.94
H -1.43 -6.27 3.12
H -0.53 -3.81 1.64
```

Summary:
SMILES: OCCO.OCCO.OCCO.OCCO.OCCO.OCCO.OCCO.OCCO.OCCO
HOMO energy (eV): -9.812
Lowest unoccupied orbital energy (eV): 0.261
Gap between HOMO and LUMO (eV): 10.07

***

Entry 4:
This record from the OMol25 dataset describes 9 unconnected molecules or ions with the total composition C18H54O9 in a non-equilibrium geometry. The level of theory is wB97M-V/def2-TZVPD.

```
81
C18H54O9 wB97M-V/def2-TZVPD
O -0.83 -0.26 -0.03
H -1.23 -0.69 -0.79
H 0.11 -0.31 -0.19
O -1.28 -3.47 0.57
H -1.58 -4.37 0.46
H -1.30 -3.10 -0.31
O -1.80 -1.83 -2.29
H -1.30 -2.43 -2.84
H -2.45 -1.46 -2.89
C 1.54 -0.46 -3.46
C 1.67 -1.49 -2.31
C 2.80 -2.53 -2.47
O 1.88 -0.83 -1.07
H 1.42 -0.93 -4.43
H 2.50 0.05 -3.50
H 0.74 0.23 -3.20
H 0.80 -2.12 -2.12
H 3.09 -3.04 -1.55
H 3.63 -1.93 -2.84
H 2.46 -3.34 -3.11
H 1.85 -1.42 -0.32
C 3.14 0.83 2.23
C 2.92 1.77 1.08
C 3.19 3.24 1.45
O 3.80 1.33 0.02
H 3.56 -0.13 1.92
H 2.19 0.71 2.76
H 3.90 1.29 2.86
H 1.90 1.71 0.69
H 3.09 3.76 0.50
H 4.18 3.41 1.88
H 2.55 3.50 2.29
H 3.26 0.69 -0.46
C -6.47 1.57 -0.65
C -5.05 0.91 -0.38
C -3.93 1.86 -0.65
O -5.05 0.55 0.95
H -6.57 2.54 -0.17
H -7.25 0.95 -0.22
H -6.73 1.75 -1.70
H -4.98 0.07 -1.07
H -3.81 2.73 -0.01
H -4.16 2.21 -1.65
H -3.01 1.28 -0.71
H -4.13 0.39 1.20
C -2.99 0.01 4.39
C -2.04 0.23 3.25
C -0.82 -0.62 3.41
O -2.67 -0.04 1.96
H -4.04 0.28 4.28
H -2.69 0.53 5.30
H -3.02 -1.07 4.59
H -1.72 1.27 3.26
H -0.48 -0.52 4.44
H 0.02 -0.21 2.85
H -0.96 -1.69 3.31
H -1.99 0.17 1.32
C -0.30 3.31 -1.69
C 0.74 4.21 -2.29
C 1.28 3.66 -3.57
O 0.17 5.48 -2.55
H -1.23 3.08 -2.21
H -0.65 3.84 -0.80
H 0.13 2.45 -1.18
H 1.52 4.15 -1.53
H 1.57 2.63 -3.39
H 2.11 4.26 -3.94
H 0.56 3.69 -4.39
H 0.80 6.20 -2.57
C 1.71 -5.04 0.57
C 2.07 -3.83 1.40
C 3.55 -3.51 1.56
O 1.26 -2.72 1.08
H 0.63 -5.07 0.40
H 2.02 -5.97 1.03
H 2.27 -4.99 -0.37
H 1.73 -3.99 2.42
H 4.22 -3.47 0.70
H 3.91 -4.28 2.25
H 3.73 -2.61 2.15
H 0.35 -3.04 1.10
```

Summary:
SMILES: CC(C)O.CC(C)O.CC(C)O.CC(C)O.CC(C)O.CC(C)O.O.O.O
HOMO energy (eV): -9.193
Lowest unoccupied orbital energy (eV): -0.212
Gap between HOMO and LUMO (eV): 8.98

***

Entry 5:
This record from the OMol25 dataset describes 9 unconnected molecules or ions with the total composition C18H54O9 in a non-equilibrium geometry. The level of theory is wB97M-V/def2-TZVPD.

```
81
C18H54O9 wB97M-V/def2-TZVPD
C 2.20 -3.84 0.03
C 2.51 -3.32 1.42
O 3.75 -2.63 1.28
H 2.30 -3.03 -0.69
H 1.21 -4.28 -0.12
H 2.83 -4.67 -0.27
H 2.62 -4.12 2.15
H 1.72 -2.66 1.78
H 4.15 -2.52 2.15
C 2.37 -0.61 -3.25
C 3.04 -0.44 -4.61
O 2.61 -1.48 -5.52
H 2.31 -1.58 -2.75
H 1.33 -0.28 -3.23
H 2.90 0.04 -2.54
H 4.11 -0.67 -4.54
H 2.79 0.55 -4.98
H 1.93 -1.08 -6.08
C -1.79 -5.86 0.45
C -1.63 -4.68 1.37
O -0.73 -4.89 2.48
H -2.08 -6.78 0.97
H -0.91 -6.16 -0.11
H -2.63 -5.62 -0.21
H -2.63 -4.35 1.68
H -1.16 -3.84 0.87
H -1.23 -5.41 3.13
C 1.90 5.31 -3.67
C 1.94 4.38 -2.44
O 1.77 3.06 -2.90
H 2.38 6.27 -3.46
H 0.89 5.60 -4.00
H 2.42 4.92 -4.54
H 1.24 4.59 -1.64
H 2.98 4.59 -2.13
H 1.34 2.52 -2.21
C -2.80 4.55 1.87
C -2.79 4.25 0.37
O -3.58 5.28 -0.27
H -3.83 4.60 2.22
H -2.31 5.50 2.09
H -2.31 3.80 2.50
H -3.43 3.38 0.21
H -1.83 4.19 -0.12
H -4.49 5.00 -0.34
C -3.09 -1.88 -1.88
C -3.64 -3.25 -2.29
O -3.89 -3.29 -3.72
H -3.80 -1.09 -2.10
H -2.17 -1.63 -2.40
H -2.91 -1.96 -0.80
H -4.67 -3.36 -1.95
H -3.02 -4.11 -2.02
H -3.07 -3.55 -4.16
C -0.70 -0.79 5.00
C -1.04 -2.03 4.19
O 0.20 -2.65 3.84
H -0.02 -0.11 4.49
H -0.27 -1.09 5.96
H -1.61 -0.22 5.24
H -1.63 -1.73 3.31
H -1.66 -2.79 4.69
H -0.09 -3.39 3.27
C 1.18 4.15 2.63
C 2.48 4.08 1.87
O 2.42 3.05 0.86
H 1.28 4.83 3.48
H 0.88 3.15 2.95
H 0.41 4.49 1.93
H 3.28 3.90 2.60
H 2.80 5.00 1.38
H 2.84 2.27 1.24
C -0.15 -0.25 0.00
C -0.57 1.23 0.04
O 0.26 2.10 -0.67
H -0.28 -0.58 -1.03
H -0.78 -0.92 0.58
H 0.86 -0.41 0.38
H -0.64 1.42 1.12
H -1.58 1.39 -0.35
H 0.99 2.41 -0.09
```

Summary:
SMILES: CCO.CCO.CCO.CCO.CCO.CCO.CCO.CCO.CCO
HOMO energy (eV): -9.427
Lowest unoccupied orbital energy (eV): 0.341
Gap between HOMO and LUMO (eV): 9.77